# 1
This record from the OMol25 dataset describes C5H8N2O as an isolated structure. The level of theory is ωB97M-V/def2-TZVPD.

The geometry in XYZ format:
```
16
C5H8N2O ωB97M-V/def2-TZVPD
C -0.234 2.119 -0.769
C -0.591 0.976 0.158
C -1.442 -0.089 -0.385
C -1.006 -1.296 -0.106
C 0.383 -0.980 0.485
H 0.652 1.510 -1.431
H 0.096 3.198 -0.145
H -1.249 2.124 -1.654
H -0.937 1.431 1.156
H -2.413 0.082 -0.786
H -1.457 -2.184 -0.312
H 1.345 -2.667 -0.039
H 2.250 -0.672 1.676
N 1.285 -2.133 0.875
N 0.607 0.215 0.564
O 2.709 -1.634 0.714
```

charge = 0
Kohn-Sham gap = 9.90 eV
E_LUMO = 0.46 eV
HOMO = -0.3469 Eh
molecular weight = 112.13 g mol⁻¹
energy above the lowest of the compared OMol25 structures with the same formula, charge and spin = 7.827 eV

# 2
This record from the OMol25 dataset describes one molecule with the formula C5H8N2O. The level of theory is ωB97M-V/def2-TZVPD.

The geometry in XYZ format:
```
16
C5H8N2O ωB97M-V/def2-TZVPD
C 1.633 -1.283 -0.325
C 0.305 -1.007 0.441
C -1.273 0.313 0.122
C -1.606 1.688 -0.152
C 0.200 0.520 0.366
H 2.467 -1.028 0.263
H 1.796 -0.643 -1.119
H 1.880 -2.385 -0.724
H 0.112 -1.604 1.310
H -0.441 -0.446 -1.348
H -1.730 0.047 1.039
H -2.529 1.907 -0.598
H 0.768 0.866 -0.632
N -0.854 -0.998 -0.594
N -0.985 2.415 0.724
O 0.256 1.638 1.229
```

charge = 0
SMILES = C[C@@H]1N[C@@H]2C=NO[C@@H]12
Kohn-Sham gap = 10.22 eV
E_LUMO = 0.68 eV
HOMO = -0.3505 Eh
molecular weight = 112.13 g mol⁻¹
energy above the lowest of the compared OMol25 structures with the same formula, charge and spin = 6.590 eV